<i>
Below is C2H5IN4 in the gas phase, with properties calculated with ωB97M-V/def2-TZVPD.

As for the total charge: 0. For the HOMO energy (alpha / beta), the calculation gives -0.334 / -0.334 Ha. The multiplicity is 1.

Each atom is followed by the atoms it is bonded to, with distances in Å.
Atoms and positions in Å:
1 C 0.47912 -0.13003 0.78283  N3 1.339, N5 1.295, H8 1.146
2 C -0.04370 2.17661 0.45553  N5 1.477, H9 1.138, H10 1.083, H11 1.170
3 N 0.62764 -1.39321 0.36358  C1 1.339, N6 1.231
4 N 0.36602 -2.98904 -1.13459  N6 1.266, H12 1.039
5 N 0.35360 0.84866 -0.05522  C1 1.295, C2 1.477
6 N 0.01416 -1.91177 -0.56971  N3 1.231, N4 1.266, I7 2.321
7 I -1.88049 -0.82034 -1.34890  N6 2.321
8 H 0.57100 -0.15075 1.92465  C1 1.146
9 H 0.84461 2.76529 0.85405  C2 1.138
10 H -0.91842 2.33054 1.07587  C2 1.083
11 H -0.21208 2.79493 -0.52393  C2 1.170
12 H -0.20145 -3.52090 -1.82418  N4 1.039

***

<ii>
Below is 2 unconnected molecules or ions with the total composition C2H5IN4, with properties calculated with ωB97M-V/def2-TZVPD.

As for the total charge: 0. For the HOMO energy (alpha / beta), the calculation gives -0.310 / -0.310 Ha. The multiplicity is 1.

Each atom is followed by the atoms it is bonded to, with distances in Å.
Atoms and positions in Å:
1 C -0.12037 -0.17848 0.82861  N3 1.324, N5 1.297, H8 1.144
2 C 2.04650 0.76456 0.85848  N5 1.451, H9 1.102, H10 1.101, H11 1.013
3 N -1.27185 -0.47751 0.24642  C1 1.324, N6 1.193
4 N -3.44272 -1.11229 -1.44152  H12 1.049
5 N 0.75490 0.56720 0.22801  C1 1.297, C2 1.451
6 N -1.57434 -0.40240 -0.90513  N3 1.193, I7 2.072
7 I -0.34717 -0.24812 -2.56802  N6 2.072
8 H 0.15076 -0.48313 1.89753  C1 1.144
9 H 2.73253 -0.05930 0.60289  C2 1.102
10 H 1.97820 0.70663 1.95632  C2 1.101
11 H 2.41060 1.70049 0.72410  C2 1.013
12 H -3.31703 -0.77766 -2.42768  N4 1.049

***

Short version: <i> is the most stable of them.

***

<i>
Below is C5H5NS in the gas phase, with properties calculated with ωB97M-V/def2-TZVPD.

As for the total charge: 0. The structure (SMILES) is C=C[C@@H](C#N)C=S. For the HOMO energy, the calculation gives -0.342 Ha. The multiplicity is 1.

Each atom is followed by the atoms it is bonded to, with distances in Å.
Atoms and positions in Å:
1 C -0.35016 2.00260 0.00160  C2 1.338, H8 1.111, H9 1.063
2 C -0.09898 0.80845 -0.54654  C1 1.338, C3 1.533, H10 1.121
3 C -0.11288 -0.47848 0.28716  C2 1.533, C4 1.491, C6 1.506, H11 1.135
4 C -1.24299 -1.34686 -0.14950  C3 1.491, N5 1.141
5 N -2.08622 -2.04325 -0.47659  C4 1.141
6 C 1.17345 -1.26181 0.27901  C3 1.506, S7 1.596, H12 1.098
7 S 2.57308 -0.78865 -0.32525  C6 1.596
8 H -0.47619 2.11687 1.09974  C1 1.111
9 H -0.32626 2.83531 -0.65921  C1 1.063
10 H 0.12208 0.74455 -1.64331  C2 1.121
11 H -0.27302 -0.32947 1.40060  C3 1.135
12 H 1.09810 -2.25926 0.73229  C6 1.098

***

<ii>
Below is C5H5NS in the gas phase, with properties calculated with ωB97M-V/def2-TZVPD.

As for the total charge: 0. The structure (SMILES) is C#C/C(C=C)=N/S. For the HOMO energy, the calculation gives -0.321 Ha. The multiplicity is 1.

Each atom is followed by the atoms it is bonded to, with distances in Å.
Atoms and positions in Å:
1 C -0.41155 2.63226 1.43639  C2 1.195, H8 1.133
2 C -0.48652 1.63380 0.78433  C1 1.195, C3 1.448
3 C -0.59829 0.28786 0.26199  C2 1.448, C4 1.501, N6 1.292
4 C 0.66070 -0.52848 0.23289  C3 1.501, C5 1.333, H9 1.079
5 C 1.37659 -0.95557 -0.80764  C4 1.333, H10 1.093, H11 1.057
6 N -1.66399 0.02302 -0.41960  C3 1.292, S7 1.665
7 S -1.97146 -1.40668 -1.21596  N6 1.665, H12 1.354
8 H -0.48072 3.53968 2.11110  C1 1.133
9 H 1.08960 -0.63535 1.21723  C4 1.079
10 H 2.22002 -1.63074 -0.64494  C5 1.093
11 H 1.07679 -0.85943 -1.81687  C5 1.057
12 H -0.81116 -2.10039 -1.13894  S7 1.354

***

Short version: <i> is the most stable of them.